(1)
12 unconnected molecules or ions with the total composition C34H77Cl4N11O11 in a non-equilibrium geometry. Source: the Open Molecules 2025 dataset; level of theory: wB97M-V/def2-TZVPD.

Atoms and positions in Å:
Cl1 -18.298 -2.441 3.990
C1 -19.931 -3.042 3.747
Cl2 -20.462 -3.881 5.209
Cl3 -20.975 -1.702 3.409
Cl4 -19.859 -4.088 2.343
C2 -24.200 2.924 3.062
N1 -24.041 1.446 3.093
C3 -24.296 0.846 1.764
C4 -23.719 0.751 4.167
O1 -23.712 -0.471 4.241
H1 -23.497 3.260 2.299
H2 -24.127 3.356 4.060
H3 -25.206 3.238 2.785
H4 -24.027 -0.209 1.698
H5 -25.332 0.808 1.428
H6 -23.688 1.331 1.000
H7 -23.509 1.332 5.078
C5 -26.955 -10.732 3.899
N2 -27.133 -9.347 3.594
C6 -26.068 -8.847 2.713
C7 -28.271 -8.729 3.831
O2 -28.560 -7.611 3.491
H8 -25.943 -10.923 4.258
H9 -27.036 -11.325 2.988
H10 -27.644 -11.125 4.647
H11 -26.178 -9.398 1.779
H12 -26.109 -7.792 2.440
H13 -25.087 -8.921 3.181
H14 -28.903 -9.370 4.466
C8 -24.770 -6.927 -0.746
N3 -24.650 -7.090 -2.193
C9 -25.973 -7.043 -2.934
C10 -23.453 -7.315 -2.745
O3 -23.228 -7.554 -3.940
H15 -24.824 -7.901 -0.260
H16 -25.633 -6.305 -0.508
H17 -23.952 -6.445 -0.210
H18 -26.178 -5.982 -3.072
H19 -25.858 -7.438 -3.943
H20 -26.774 -7.563 -2.410
H21 -22.747 -7.435 -1.909
C11 -23.444 -1.728 -1.813
N4 -22.670 -2.572 -1.013
C12 -21.428 -2.071 -0.308
C13 -23.067 -3.864 -0.866
O4 -22.376 -4.727 -0.274
H22 -22.851 -1.314 -2.629
H23 -23.910 -0.924 -1.244
H24 -24.309 -2.249 -2.224
H25 -20.705 -1.812 -1.081
H26 -21.635 -1.265 0.396
H27 -21.036 -2.915 0.260
H28 -24.041 -4.178 -1.271
C14 -28.736 -2.500 2.683
N5 -28.779 -2.084 4.046
C15 -30.002 -1.589 4.574
C16 -27.739 -2.246 4.858
O5 -27.714 -2.003 6.056
H29 -29.110 -1.776 1.959
H30 -29.263 -3.419 2.424
H31 -27.696 -2.608 2.376
H32 -30.729 -2.369 4.348
H33 -29.931 -1.402 5.646
H34 -30.404 -0.692 4.102
H35 -26.845 -2.628 4.340
C17 -22.341 -2.763 7.920
N6 -22.938 -2.250 9.172
C18 -22.058 -1.442 10.094
C19 -24.292 -2.266 9.389
O6 -24.828 -1.520 10.210
H36 -22.386 -2.007 7.137
H37 -22.784 -3.683 7.538
H38 -21.303 -3.041 8.105
H39 -21.763 -0.522 9.589
H40 -22.578 -1.174 11.014
H41 -21.182 -2.046 10.331
H42 -24.870 -2.916 8.713
C20 -29.586 -4.012 9.285
N7 -28.390 -4.779 9.013
C21 -28.353 -6.087 9.663
C22 -27.372 -4.291 8.254
O7 -26.247 -4.844 8.148
H43 -29.410 -3.011 8.891
H44 -29.854 -4.075 10.340
H45 -30.447 -4.334 8.700
H46 -29.027 -6.790 9.175
H47 -27.330 -6.461 9.698
H48 -28.584 -6.128 10.727
H49 -27.666 -3.371 7.724
C23 -24.788 -8.347 6.835
N8 -26.007 -9.118 7.106
C24 -25.808 -10.517 7.463
C25 -27.222 -8.515 7.058
O8 -28.281 -9.091 7.408
H50 -25.065 -7.293 6.856
H51 -24.255 -8.466 5.891
H52 -24.173 -8.599 7.698
H53 -25.399 -11.076 6.621
H54 -25.098 -10.592 8.287
H55 -26.731 -11.020 7.753
H56 -27.122 -7.488 6.673
C26 -28.441 -9.067 0.034
N9 -29.180 -7.950 -0.542
C27 -29.957 -8.259 -1.752
C28 -28.928 -6.662 -0.131
O9 -29.318 -5.645 -0.692
H57 -28.261 -8.828 1.082
H58 -27.459 -9.174 -0.425
H59 -28.951 -10.030 -0.014
H60 -30.644 -7.460 -2.030
H61 -29.286 -8.451 -2.590
H62 -30.422 -9.227 -1.561
H63 -28.195 -6.533 0.680
C29 -27.358 -2.473 -1.032
N10 -27.721 -2.301 -2.437
C30 -27.611 -0.925 -2.872
C31 -28.242 -3.369 -3.071
O10 -28.486 -3.357 -4.306
H64 -26.340 -2.149 -0.818
H65 -27.374 -3.511 -0.702
H66 -28.023 -1.846 -0.436
H67 -28.224 -0.251 -2.275
H68 -26.585 -0.560 -2.830
H69 -27.992 -0.899 -3.893
H70 -28.259 -4.245 -2.405
C32 -24.038 -3.534 4.210
N11 -24.925 -4.360 3.451
C33 -25.773 -5.170 4.258
C34 -25.196 -4.182 2.114
O11 -26.188 -4.601 1.515
H71 -23.641 -4.114 5.043
H72 -24.536 -2.630 4.561
H73 -23.135 -3.199 3.700
H74 -25.868 -4.684 5.229
H75 -26.767 -5.344 3.844
H76 -25.416 -6.173 4.491
H77 -24.388 -3.687 1.554

* multiplicity: 1
* SMILES: ClC(Cl)(Cl)Cl.CN(C)C=O.CN(C)C=O.CN(C)C=O.CN(C)C=O.CN(C)C=O.CN(C)C=O.CN(C)C=O.CN(C)C=O.CN(C)C=O.CN(C)C=O.CN(C)C=O
* E_LUMO: 0.07 eV
* HOMO energy: -8.85 eV
* E_tot: -125508.372 eV
* charge: 0
* largest force on an atom: 3.8 eV/A

These are the Löwdin partial charges, in e, on atoms 1 to 2: 0.532, -2.070

(2)
5 unconnected molecules or ions with the total composition C34H78BINO2 in a non-equilibrium geometry. Source: the Open Molecules 2025 dataset; level of theory: wB97M-V/def2-TZVPD.

Atoms and positions in Å:
C1 10.433 -1.562 4.072
C2 10.332 -2.133 2.639
C3 10.153 -0.993 1.590
O1 9.785 0.244 2.172
C4 8.323 0.344 2.204
B1 7.821 1.488 3.281
C5 6.194 1.503 3.484
C6 5.620 0.355 4.351
C7 5.535 -1.035 3.659
C8 5.193 -1.023 2.150
N1 5.613 -2.370 1.601
C9 8.474 2.913 2.739
C10 8.045 4.137 3.478
O2 8.559 4.588 4.410
I1 6.252 5.120 2.605
H1 11.339 -0.946 4.129
H2 9.551 -0.974 4.340
H3 10.476 -2.387 4.801
H4 11.140 -2.832 2.391
H5 9.398 -2.727 2.616
H6 9.416 -1.273 0.820
H7 11.109 -0.833 1.058
H8 7.990 0.678 1.197
H9 7.951 -0.664 2.451
H10 8.327 1.166 4.349
H11 5.719 1.565 2.483
H12 5.894 2.441 3.983
H13 6.294 0.253 5.215
H14 4.613 0.643 4.695
H15 4.750 -1.630 4.159
H16 6.482 -1.578 3.789
H17 4.113 -0.937 1.970
H18 5.747 -0.291 1.561
H19 5.297 -3.105 2.229
H20 6.630 -2.324 1.684
H21 9.563 2.837 2.887
H22 8.333 3.005 1.649
C11 0.269 -2.148 -3.347
C12 -0.396 -1.862 -2.005
C13 0.225 -0.684 -1.257
C14 1.694 -0.864 -0.869
C15 1.994 -2.087 -0.004
C16 1.294 -2.061 1.351
H23 1.315 -2.436 -3.226
H24 -0.240 -2.968 -3.857
H25 0.227 -1.271 -3.997
H26 -0.373 -2.763 -1.384
H27 -1.453 -1.638 -2.182
H28 -0.367 -0.487 -0.358
H29 0.138 0.215 -1.876
H30 2.022 0.035 -0.336
H31 2.307 -0.913 -1.774
H32 3.073 -2.132 0.167
H33 1.727 -3.006 -0.535
H34 1.572 -1.169 1.916
H35 1.581 -2.935 1.940
H36 0.206 -2.077 1.248
C17 -3.591 -3.921 0.405
C18 -4.426 -4.578 -0.689
C19 -4.393 -3.821 -2.016
C20 -4.962 -2.402 -1.974
C21 -6.408 -2.296 -1.493
C22 -7.401 -3.024 -2.392
H37 -3.969 -2.929 0.660
H38 -3.614 -4.526 1.314
H39 -2.549 -3.823 0.093
H40 -5.457 -4.698 -0.343
H41 -4.041 -5.588 -0.860
H42 -4.933 -4.408 -2.767
H43 -3.357 -3.766 -2.367
H44 -4.889 -1.972 -2.978
H45 -4.331 -1.776 -1.334
H46 -6.683 -1.238 -1.459
H47 -6.498 -2.669 -0.469
H48 -7.353 -2.644 -3.415
H49 -8.420 -2.878 -2.026
H50 -7.212 -4.099 -2.415
C23 -12.882 -0.944 -4.299
C24 -12.496 -1.501 -2.933
C25 -12.715 -0.511 -1.789
C26 -11.887 0.772 -1.874
C27 -10.375 0.563 -1.938
C28 -9.803 -0.123 -0.703
H51 -12.266 -0.086 -4.574
H52 -12.747 -1.704 -5.072
H53 -13.929 -0.634 -4.313
H54 -11.455 -1.835 -2.954
H55 -13.100 -2.391 -2.737
H56 -12.507 -1.017 -0.842
H57 -13.775 -0.237 -1.756
H58 -12.122 1.393 -1.003
H59 -12.200 1.352 -2.747
H60 -9.896 1.541 -2.046
H61 -10.106 -0.008 -2.832
H62 -10.029 0.447 0.201
H63 -8.718 -0.206 -0.785
H64 -10.202 -1.132 -0.582
C29 3.090 3.743 0.536
C30 1.875 3.720 -0.386
C31 2.077 4.515 -1.676
C32 2.324 6.012 -1.481
C33 1.229 6.757 -0.720
C34 -0.125 6.731 -1.423
H65 3.314 4.753 0.885
H66 2.909 3.126 1.418
H67 3.974 3.352 0.030
H68 0.996 4.084 0.154
H69 1.661 2.680 -0.654
H70 1.204 4.370 -2.320
H71 2.927 4.094 -2.222
H72 2.446 6.473 -2.468
H73 3.276 6.160 -0.963
H74 1.539 7.799 -0.601
H75 1.125 6.352 0.290
H76 -0.052 7.161 -2.425
H77 -0.858 7.313 -0.860
H78 -0.513 5.714 -1.513

* multiplicity: 1
* E_LUMO: 1.84 eV
* HOMO energy: -5.52 eV
* E_tot: -50887.496 eV
* charge: -1
* largest force on an atom: 3.0 eV/A

These are the Löwdin partial charges, in e, on atoms 1 to 2: -0.104, -0.224

(3)
6 unconnected molecules or ions with the total composition C34H78N2O10 in a non-equilibrium geometry. Source: the Open Molecules 2025 dataset; level of theory: wB97M-V/def2-TZVPD.

Atoms and positions in Å:
C1 -20.948 7.217 -14.936
C2 -21.326 6.994 -16.417
C3 -21.337 5.483 -16.616
C4 -22.796 7.466 -16.630
C5 -22.976 9.044 -16.655
C6 -21.942 9.671 -17.651
C7 -20.479 9.269 -17.502
C8 -19.804 9.813 -18.809
C9 -19.833 9.960 -16.279
N1 -20.502 7.727 -17.409
O1 -19.274 7.264 -17.415
H1 -20.987 8.242 -14.567
H2 -21.579 6.636 -14.263
H3 -19.956 6.871 -14.644
H4 -22.005 4.933 -15.952
H5 -21.536 5.114 -17.622
H6 -20.427 4.934 -16.374
H7 -23.081 7.232 -17.656
H8 -23.509 7.223 -15.843
H9 -24.018 9.308 -16.831
H10 -22.756 9.306 -15.619
H11 -21.947 10.759 -17.717
H12 -22.284 9.378 -18.644
H13 -20.316 9.427 -19.691
H14 -18.760 9.501 -18.832
H15 -19.833 10.899 -18.900
H16 -20.683 10.266 -15.669
H17 -19.216 10.796 -16.609
H18 -19.248 9.241 -15.707
H19 -19.023 7.008 -18.305
C10 -21.770 1.556 -14.287
C11 -21.365 0.334 -15.118
C12 -22.271 -0.883 -14.893
C13 -21.420 0.848 -16.633
C14 -20.763 -0.021 -17.711
C15 -19.271 -0.074 -17.342
C16 -18.999 -0.549 -15.884
C17 -19.155 -2.023 -16.016
C18 -17.595 -0.120 -15.582
N2 -19.930 0.051 -14.843
O2 -19.601 -0.455 -13.563
H20 -20.998 2.307 -14.122
H21 -22.654 2.024 -14.722
H22 -22.076 1.253 -13.286
H23 -21.953 -1.849 -15.285
H24 -22.390 -1.324 -13.903
H25 -23.313 -0.822 -15.209
H26 -22.422 1.116 -16.966
H27 -20.907 1.810 -16.649
H28 -21.196 -0.994 -17.944
H29 -20.892 0.396 -18.710
H30 -18.710 0.860 -17.365
H31 -18.759 -0.767 -18.010
H32 -18.453 -2.610 -16.609
H33 -20.159 -2.357 -16.279
H34 -18.985 -2.345 -14.989
H35 -16.770 -0.421 -16.228
H36 -17.270 -0.499 -14.613
H37 -17.411 0.954 -15.539
H38 -19.269 0.361 -13.182
C19 -19.406 -4.241 -20.031
O3 -20.704 -4.480 -20.649
C20 -21.708 -3.920 -19.885
C21 -22.870 -3.474 -20.824
O4 -22.642 -2.324 -21.652
C22 -22.729 -1.038 -21.172
H39 -19.321 -3.156 -19.984
H40 -18.612 -4.403 -20.760
H41 -19.204 -4.729 -19.078
H42 -21.505 -3.131 -19.160
H43 -22.132 -4.722 -19.280
H44 -23.804 -3.337 -20.278
H45 -23.146 -4.286 -21.496
H46 -23.756 -0.675 -21.133
H47 -22.104 -0.410 -21.807
H48 -22.293 -0.901 -20.182
C23 -24.402 -0.657 -24.447
O5 -23.864 -0.019 -25.644
C24 -22.941 1.094 -25.421
C25 -23.503 2.374 -24.902
O6 -22.991 2.652 -23.612
C26 -23.192 3.920 -23.093
H49 -24.991 -1.545 -24.678
H50 -25.019 0.094 -23.954
H51 -23.617 -0.938 -23.745
H52 -22.292 1.218 -26.288
H53 -22.313 0.748 -24.601
H54 -24.591 2.379 -24.837
H55 -23.367 3.210 -25.587
H56 -24.250 4.181 -23.077
H57 -22.589 4.645 -23.640
H58 -22.780 3.929 -22.084
C27 -24.208 3.782 -18.062
O7 -24.853 3.420 -19.210
C28 -24.687 2.079 -19.799
C29 -25.332 1.957 -21.192
O8 -26.731 1.556 -21.178
C30 -27.697 2.558 -20.861
H59 -23.154 3.939 -18.293
H60 -24.270 3.147 -17.178
H61 -24.694 4.699 -17.731
H62 -25.197 1.414 -19.102
H63 -23.627 1.834 -19.868
H64 -24.813 1.135 -21.686
H65 -25.305 2.960 -21.618
H66 -27.326 3.171 -20.040
H67 -28.684 2.221 -20.542
H68 -27.807 3.298 -21.653
C31 -26.771 -2.368 -21.678
O9 -27.064 -2.288 -20.285
C32 -27.160 -1.071 -19.698
C33 -28.519 -0.444 -19.420
O10 -28.216 0.528 -18.444
C34 -29.320 1.171 -17.884
H69 -26.185 -1.528 -22.051
H70 -27.724 -2.395 -22.207
H71 -26.367 -3.326 -22.004
H72 -26.658 -0.259 -20.224
H73 -26.628 -1.142 -18.749
H74 -29.177 -1.187 -18.968
H75 -28.933 -0.025 -20.338
H76 -29.891 1.588 -18.714
H77 -29.044 2.038 -17.284
H78 -29.976 0.557 -17.268

* multiplicity: 1
* SMILES: CC1(C)CCCC(C)(C)N1O.CC1(C)CCCC(C)(C)N1O.COCCOC.COCCOC.COCCOC.COCCOC
* energy above the lowest of the compared OMol25 structures with the same formula, charge and spin: 0.599 eV
* E_LUMO: 0.43 eV
* HOMO energy: -8.25 eV
* E_tot: -59966.700 eV
* charge: 0
* largest force on an atom: 4.6 eV/A

These are the Löwdin partial charges, in e, on atoms 1 to 2: -0.041, -0.474